Entry 1:
14
Properties=species:S:1:pos:R:3:lowdin_charge:R:1 method="wB97M-V/def2-TZVPD" orbital_gap_ev=10.25 smiles="O=CN1CC(O)C1"
O -1.213 -2.601 0.261 0.02
C -0.554 -1.802 0.899 -0.33
N 0.230 -0.847 0.340 -0.07
C 0.621 0.451 0.902 -0.08
C 0.386 1.085 -0.484 -0.33
O -0.712 1.959 -0.424 -0.02
C 0.070 -0.335 -1.020 -0.07
H -0.522 -1.786 2.006 0.14
H 1.656 0.475 1.257 0.12
H -0.054 0.842 1.670 0.13
H 1.265 1.565 -0.930 0.14
H -0.966 2.188 -1.328 0.10
H 0.797 -0.749 -1.728 0.12
H -0.946 -0.466 -1.408 0.13

Entry 2:
47
Properties=species:S:1:pos:R:3:lowdin_charge:R:1 method="wB97M-V/def2-TZVPD" orbital_gap_ev="8.31 / 5.66" spin_multiplicity=8 total_charge=+2
C -6.461 -0.388 -4.268 -0.07
C -5.000 -0.705 -4.008 -0.75
H -6.741 -0.848 -5.232 0.11
H -6.611 0.698 -4.315 0.09
H -7.087 -0.796 -3.465 0.09
O -4.267 -1.343 -4.712 0.05
I -4.119 0.101 -2.112 0.68
Gd -0.813 0.641 0.715 1.32
P -0.765 -2.058 1.178 0.70
C 0.332 -3.483 1.244 -0.24
C -1.146 -1.741 2.967 -0.26
H -1.627 -2.642 3.384 0.07
H -2.750 -3.503 1.198 0.07
H -1.843 -0.879 3.092 0.05
H -3.114 -1.861 0.552 0.02
H 1.282 -3.183 1.710 0.07
H -0.208 -1.535 3.521 0.06
C -2.372 -2.680 0.569 -0.26
H -0.099 -4.316 1.825 0.08
H -2.235 -3.042 -0.462 0.06
H 0.535 -3.831 0.221 0.07
P 0.546 2.084 -1.196 0.70
C 2.146 2.221 -2.008 -0.23
C -0.690 2.581 -2.442 -0.27
H -0.427 3.632 0.494 0.05
H 0.661 4.471 -0.678 0.07
H 1.375 3.490 0.657 0.06
C 0.537 3.559 -0.065 -0.25
H -1.698 2.577 -1.990 0.02
H -0.474 3.582 -2.849 0.07
H 2.296 3.215 -2.462 0.08
H 2.214 1.458 -2.796 0.07
H -0.670 1.841 -3.256 0.06
H 2.940 2.044 -1.270 0.06
C 1.659 -0.752 -0.406 -0.08
O 2.470 -1.383 -0.911 0.13
O 3.384 0.475 1.282 0.08
C 2.550 0.871 2.086 -0.44
C 2.791 1.495 3.425 -0.05
C 1.411 1.848 3.956 -0.05
C 0.513 1.425 2.868 -0.51
O -0.750 1.583 2.776 -0.15
N 1.172 0.830 1.849 -0.04
H 3.308 0.782 4.081 0.15
H 3.428 2.386 3.315 0.15
H 1.155 1.300 4.874 0.15
H 1.280 2.922 4.153 0.15

Entry 3:
67
Properties=species:S:1:pos:R:3:lowdin_charge:R:1 method="wB97M-V/def2-TZVPD" orbital_gap_ev=5.78 total_charge=-2
Pd -1.062 0.318 -1.576 0.32
C -2.596 0.821 4.754 -0.06
C -2.926 -0.417 3.969 -0.21
C -3.784 -1.373 4.511 -0.10
C -4.023 -2.580 3.873 -0.15
C -3.344 -2.846 2.689 -0.11
C -2.482 -1.925 2.117 -0.21
C -1.715 -2.327 0.877 -0.06
C -2.310 -0.651 2.717 -0.20
N -1.445 0.220 2.096 0.13
C -1.716 1.487 1.890 -0.51
O -2.715 2.184 2.199 -0.06
C -0.602 2.230 1.148 -0.18
C -0.354 3.561 1.441 -0.02
C 0.665 4.218 0.769 -0.08
C 1.392 3.530 -0.189 -0.03
C 1.041 2.213 -0.458 -0.20
N 0.073 1.586 0.198 0.12
C 1.815 1.417 -1.493 -0.52
O 2.944 1.845 -1.809 -0.03
N 1.187 0.352 -1.955 0.02
C 1.884 -0.556 -2.756 -0.20
C 1.503 -0.765 -4.100 -0.21
C 0.392 0.054 -4.704 -0.07
C 2.165 -1.724 -4.857 -0.09
C 3.198 -2.483 -4.322 -0.13
C 3.567 -2.279 -2.998 -0.09
C 2.924 -1.331 -2.209 -0.21
C 3.313 -1.128 -0.771 -0.05
H -2.888 0.695 5.802 0.06
H -3.091 1.695 4.331 0.06
H -1.523 1.022 4.705 0.08
H -4.260 -1.170 5.467 0.09
H -4.703 -3.307 4.305 0.08
H -3.492 -3.801 2.189 0.10
H -0.916 -3.025 1.149 0.07
H -1.244 -1.481 0.371 0.03
H -2.374 -2.844 0.179 0.06
H -0.972 4.053 2.181 0.10
H 0.891 5.256 0.990 0.09
H 2.211 3.974 -0.738 0.10
H 0.651 1.115 -4.693 0.08
H -0.532 -0.048 -4.117 0.02
H 0.206 -0.254 -5.736 0.06
H 1.867 -1.879 -5.890 0.09
H 3.701 -3.230 -4.925 0.08
H 4.363 -2.877 -2.564 0.09
H 3.931 -1.955 -0.414 0.06
H 2.425 -1.038 -0.143 0.08
H 3.869 -0.194 -0.666 0.07
C -4.029 0.376 -3.362 -0.26
S -3.077 0.906 -1.912 0.67
O -3.403 2.371 -1.832 -0.53
C -4.196 0.154 -0.680 -0.35
C -4.575 0.958 0.378 -0.08
C -5.300 0.422 1.437 -0.07
C -5.670 -0.913 1.423 -0.11
C -5.287 -1.719 0.352 -0.11
C -4.536 -1.197 -0.687 -0.11
H -5.038 0.768 -3.227 0.05
H -4.017 -0.706 -3.459 0.03
H -3.540 0.837 -4.220 0.04
H -4.245 1.988 0.407 0.09
H -5.526 1.042 2.294 0.11
H -6.199 -1.346 2.263 0.09
H -5.540 -2.773 0.359 0.10
H -4.179 -1.853 -1.471 0.10

Computed values of energy (unit: Ha) for the preceding records, in sequence: -361.81975; -2611.63108; -2076.71505.
Computed values of molar mass (unit: g/mol) for the preceding records, in sequence: 101.10; 605.45; 618.07.
Computed values of ΔE to the lowest compared entry with this formula, charge and spin (unit: kJ/mol) for the preceding records, in sequence: 160.4; 0.0; 55.8.